Molecular formula: C28H58O10
Method: DFT, ωB97M-V with the def2-TZVPD basis set

Calculated values
energy = -50447.216 eV
HOMO energy = -9.47 eV
lowest unoccupied orbital energy = 0.007 eV
energy above the lowest of the compared OMol25 structures with the same formula, charge and spin = 100.0 kcal per mole
Kohn-Sham gap = 9.48 eV

Last column: Mulliken charge in e.
Element x y z (Å)
C -4.34 6.38 2.24  -1.0152
C -3.87 5.68 1.00  0.7943
O -3.55 4.52 1.11  -0.5574
C -3.56 6.55 -0.16  -1.0319
H -4.67 5.71 3.03  0.2727
H -5.20 6.97 1.91  0.3298
H -3.57 6.91 2.79  0.2850
H -3.57 5.96 -1.08  0.3011
H -2.56 6.97 -0.08  0.2591
H -4.23 7.37 -0.39  0.3594
C 6.81 -0.39 4.70  -1.0123
C 7.68 -0.58 3.48  0.7127
O 8.88 -0.46 3.52  -0.5376
C 6.92 -1.16 2.27  -0.9717
H 5.82 -0.84 4.71  0.3124
H 6.60 0.68 4.79  0.2655
H 7.17 -0.76 5.67  0.3416
H 7.55 -1.22 1.38  0.2875
H 6.10 -0.46 2.09  0.3015
H 6.45 -2.06 2.66  0.3009
C 0.39 -4.57 4.42  -0.9912
C 1.15 -5.36 5.39  0.8643
O 2.19 -4.92 5.86  -0.5705
C 0.57 -6.61 5.89  -1.1224
H -0.55 -4.30 4.91  0.2766
H 0.05 -5.16 3.56  0.3285
H 1.02 -3.70 4.20  0.2729
H 0.28 -7.29 5.09  0.3400
H -0.31 -6.50 6.52  0.2941
H 1.31 -7.18 6.45  0.3083
C -5.63 0.86 -2.74  -1.1206
C -6.20 0.65 -4.11  0.8969
O -7.42 0.67 -4.32  -0.5610
C -5.28 0.11 -5.16  -1.0357
H -4.93 0.13 -2.34  0.3279
H -6.40 0.93 -1.97  0.3246
H -5.21 1.86 -2.68  0.2818
H -5.73 -0.34 -6.05  0.3252
H -4.56 -0.55 -4.67  0.2734
H -4.70 0.90 -5.63  0.2885
C -2.92 -6.77 -3.40  -1.0877
C -1.58 -5.98 -3.40  0.7841
O -0.89 -5.96 -4.43  -0.5606
C -1.40 -5.05 -2.18  -0.9725
H -3.86 -6.23 -3.46  0.3010
H -2.98 -7.46 -2.56  0.3291
H -2.93 -7.41 -4.28  0.3259
H -2.04 -5.32 -1.34  0.2985
H -1.58 -4.02 -2.49  0.2606
H -0.38 -4.95 -1.80  0.3209
C 4.07 -4.31 -4.01  -1.0417
C 3.84 -3.02 -4.83  0.7241
O 4.11 -1.90 -4.42  -0.5675
C 3.46 -3.20 -6.29  -0.9335
H 4.72 -4.99 -4.55  0.3416
H 3.13 -4.79 -3.73  0.2519
H 4.78 -4.11 -3.21  0.3297
H 3.67 -4.22 -6.61  0.3073
H 4.14 -2.61 -6.90  0.3244
H 2.42 -2.89 -6.40  0.2622
C 0.89 6.05 4.56  -1.0952
C 1.33 6.30 3.14  0.7795
O 1.14 7.35 2.60  -0.5421
C 2.31 5.29 2.57  -0.9266
H 0.61 6.94 5.12  0.3290
H 1.60 5.56 5.23  0.3639
H 0.02 5.40 4.48  0.2460
H 3.16 5.80 2.10  0.3014
H 1.79 4.74 1.78  0.2600
H 2.71 4.74 3.42  0.2848
C -3.20 0.93 4.54  -1.1077
C -3.76 0.10 3.38  0.8468
O -2.99 -0.50 2.54  -0.5962
C -5.26 0.05 3.40  -1.0568
H -3.50 0.65 5.55  0.3591
H -3.71 1.90 4.48  0.2790
H -2.16 1.22 4.64  0.3228
H -5.66 -0.01 4.41  0.3361
H -5.64 -0.71 2.72  0.3178
H -5.55 1.01 2.99  0.2998
C 2.90 3.34 -4.53  -1.0262
C 2.46 3.03 -5.93  0.8635
O 3.13 3.28 -6.95  -0.5728
C 1.16 2.23 -6.01  -1.0934
H 3.96 3.56 -4.44  0.3080
H 2.61 2.49 -3.92  0.2965
H 2.34 4.20 -4.16  0.2968
H 0.28 2.65 -5.52  0.3415
H 1.27 1.30 -5.45  0.2822
H 0.95 2.00 -7.06  0.3062
C 1.29 -0.39 0.44  -0.5559
O 0.41 0.69 -0.08  -0.4886
H 2.13 -0.42 -0.26  0.2439
H 1.81 -0.08 1.36  0.2640
H 0.94 -1.41 0.56  0.2444
H -0.43 0.55 0.35  0.2914


Molecular formula: C14H21IN3O9P2PtSe
Method: DFT, ωB97M-V with the def2-TZVPD basis set

Calculated values
energy = -133039.260 eV
HOMO energy = -5.18 eV
total charge = -1
lowest unoccupied orbital energy = 2.274 eV
energy above the lowest of the compared OMol25 structures with the same formula, charge and spin = 2.5 kcal per mole
Kohn-Sham gap = 7.45 eV

Last column: Mulliken charge in e.
Element x y z (Å)
Pt -0.08 -0.24 -0.27  1.3058
N -4.42 -0.44 2.06  -0.9043
C -3.25 -0.23 1.17  1.5146
C -3.53 0.85 0.11  -1.8553
P -1.83 0.22 2.25  0.5344
O -1.86 1.76 2.41  -0.5426
O -2.22 -0.39 3.65  -0.6343
O -0.51 -0.35 1.77  -0.7429
P -2.93 -1.79 0.26  0.5014
O -2.53 -2.86 1.41  -0.5188
O -4.20 -2.23 -0.38  -0.8314
O -1.66 -1.57 -0.56  -0.6716
H -4.86 0.45 2.23  0.2226
H -3.14 -0.71 3.56  0.4371
H -5.09 -1.02 1.56  0.3256
H -3.75 1.81 0.59  0.4242
H -4.39 0.54 -0.48  0.4952
H -2.69 1.01 -0.56  0.1721
H -1.47 2.28 1.54  0.3855
H -3.27 -3.48 1.51  0.3064
I 2.33 0.67 0.22  -0.5023
O -2.77 5.19 -2.30  -0.7112
C -2.92 5.41 -0.99  0.3268
C -3.73 6.48 -0.57  -0.6627
C -3.89 6.74 0.77  -0.2495
C -3.26 5.96 1.74  -0.8786
C -2.47 4.89 1.33  -0.3598
C -2.29 4.60 -0.02  0.3654
C -1.45 3.42 -0.46  0.8243
O -1.29 3.26 -1.69  -0.8498
O -0.96 2.66 0.42  -0.5040
H -2.14 4.39 -2.33  0.4162
H -4.20 7.08 -1.33  0.4181
H -4.52 7.58 1.08  0.3412
H -3.39 6.17 2.79  0.3976
H -1.98 4.27 2.06  0.4460
C 0.88 -3.34 -1.89  -0.6350
N 1.97 -2.49 -2.37  0.3089
C 3.28 -2.89 -2.55  -0.4054
C 3.96 -1.81 -3.00  -0.4330
N 3.06 -0.77 -3.08  0.3379
C 3.39 0.61 -3.42  -0.8506
C 1.84 -1.19 -2.68  -0.4646
Se 0.29 -0.13 -2.61  -0.1419
H 1.32 -4.22 -1.42  0.2761
H 0.25 -3.64 -2.72  0.2723
H 0.28 -2.80 -1.17  0.2081
H 3.60 -3.89 -2.33  0.4146
H 5.00 -1.69 -3.24  0.4407
H 4.43 0.78 -3.18  0.3169
H 2.76 1.26 -2.82  0.3421
H 3.21 0.80 -4.48  0.2717


Molecular formula: C30H60O30
Method: DFT, ωB97M-V with the def2-TZVPD basis set

Calculated values
energy = -93493.018 eV
HOMO energy = -10.38 eV
lowest unoccupied orbital energy = 0.506 eV
energy above the lowest of the compared OMol25 structures with the same formula, charge and spin = 342.0 kcal per mole
Kohn-Sham gap = 10.89 eV

Last column: Mulliken charge in e.
Element x y z (Å)
C 4.44 -4.02 -2.05  -1.5679
O 3.56 -4.53 -0.96  -0.1048
C 4.15 -5.10 0.07  0.6910
O 5.30 -4.86 0.31  -0.6456
O 3.42 -5.92 0.80  -0.1585
C 3.99 -6.54 1.88  -0.8005
H 3.84 -3.74 -2.98  0.1453
H 5.14 -4.52 -2.32  1.1772
H 4.99 -3.15 -1.74  0.3828
H 3.21 -7.25 2.49  0.1883
H 4.10 -5.85 2.74  0.2257
H 4.69 -7.17 1.43  0.4246
C -0.99 -2.23 -2.19  -0.5734
O -0.04 -3.20 -2.58  -0.1048
C -0.17 -4.40 -1.98  0.7888
O -1.09 -4.72 -1.29  -0.5822
O 0.84 -5.40 -2.29  -0.2531
C 0.82 -6.55 -1.48  -0.4030
H -0.50 -1.31 -2.59  0.1572
H -1.05 -2.02 -1.08  0.2336
H -2.09 -2.41 -2.64  0.2904
H -0.01 -7.36 -1.76  0.2784
H 0.90 -6.22 -0.41  0.0203
H 1.72 -7.21 -1.78  0.1941
C 4.12 -2.53 2.42  -1.3645
O 2.88 -2.66 1.78  0.0453
C 1.92 -3.55 2.23  0.3542
O 2.10 -4.23 3.20  -0.5771
O 0.76 -3.35 1.64  0.3278
C -0.16 -4.32 1.89  -0.9791
H 3.96 -1.73 2.82  0.5414
H 4.90 -2.35 1.60  0.2000
H 4.23 -3.20 3.16  0.5951
H 0.19 -5.23 1.45  0.1704
H -0.98 -4.03 1.35  0.3038
H -0.40 -4.42 2.89  0.3416
C -0.26 2.07 0.80  -0.9080
O -0.06 1.02 -0.12  -0.0447
C 1.16 0.38 -0.18  0.8021
O 2.16 0.67 0.48  -0.7011
O 1.23 -0.50 -1.13  -0.2785
C 2.42 -1.15 -1.44  -0.6620
H 0.15 1.68 1.69  0.2978
H -1.23 2.11 0.98  0.4532
H -0.05 3.01 0.15  0.1745
H 2.30 -1.75 -2.23  0.2569
H 2.61 -1.79 -0.57  0.1051
H 3.20 -0.41 -1.39  0.3981
C 6.20 -1.81 -5.04  -0.6031
O 5.20 -2.58 -5.85  -0.3858
C 3.92 -2.50 -5.52  0.8731
O 3.56 -1.86 -4.54  -0.4935
O 3.09 -3.40 -6.14  -0.4076
C 1.68 -3.50 -5.88  -0.2662
H 7.15 -2.10 -4.98  0.4063
H 5.83 -1.77 -3.97  0.1122
H 6.33 -0.78 -5.35  0.2994
H 1.40 -4.32 -6.30  0.4300
H 0.93 -2.82 -6.16  0.3527
H 1.67 -3.50 -4.92  -0.2256
C 2.82 3.97 -2.19  0.0049
O 3.19 5.31 -1.93  -0.3439
C 2.38 6.39 -2.17  0.7731
O 1.37 6.14 -2.87  -0.5877
O 2.92 7.56 -1.88  -0.3246
C 2.00 8.72 -1.95  -0.6191
H 2.65 3.88 -3.33  0.2881
H 1.95 3.70 -1.75  -0.2197
H 3.49 3.12 -1.80  0.2028
H 2.45 9.62 -1.72  0.2926
H 1.13 8.60 -1.18  0.2656
H 1.53 8.88 -2.91  0.2928
C -5.18 0.39 -3.84  -0.6012
O -3.90 1.09 -4.19  -0.3225
C -3.24 1.49 -3.16  0.7680
O -3.61 1.49 -1.99  -0.4709
O -1.97 2.02 -3.58  -0.3386
C -1.10 2.68 -2.81  0.2878
H -5.34 -0.10 -2.82  0.2764
H -5.44 -0.30 -4.68  0.2664
H -5.98 1.33 -3.73  0.2668
H -0.67 3.70 -3.34  0.0945
H -0.22 2.16 -2.57  -0.0395
H -1.75 3.12 -1.88  -0.1040
C -3.35 -0.34 4.21  -1.2686
O -2.22 -0.26 3.49  -0.1744
C -0.96 0.04 4.02  0.4649
O -0.92 0.27 5.18  -0.5387
O 0.11 -0.05 3.23  0.0681
C 1.36 0.24 3.83  -0.8984
H -3.52 0.44 4.87  0.4493
H -3.07 -1.26 4.65  0.4002
H -4.23 -0.34 3.79  0.4473
H 2.14 0.05 3.16  0.1332
H 1.56 -0.28 4.70  0.5736
H 1.55 1.30 4.21  0.2893
C -6.89 1.69 4.27  -1.0203
O -5.69 1.92 3.53  -0.0497
C -5.69 2.50 2.22  0.5320
O -6.77 2.95 1.72  -0.6192
O -4.46 2.79 1.76  -0.0949
C -4.39 3.46 0.55  -0.5608
H -6.81 1.88 5.36  0.3051
H -7.46 0.80 4.16  0.3401
H -7.51 2.43 3.96  0.4556
H -4.59 4.48 0.65  0.3804
H -5.10 2.99 -0.04  0.4775
H -3.41 3.40 0.01  -0.1743
C -5.76 5.34 4.58  -0.6362
O -4.39 5.71 4.32  -0.3688
C -3.47 4.83 4.41  0.9164
O -3.59 3.71 4.87  -0.5926
O -2.36 5.21 3.71  -0.4378
C -1.26 4.11 3.69  -0.2776
H -5.86 4.78 5.42  0.3880
H -6.36 5.14 3.57  0.1874
H -6.20 6.40 4.88  0.2705
H -0.84 3.98 4.69  0.3537
H -0.60 4.40 2.83  0.2440
H -1.75 3.21 3.39  -0.0206